A single C23H28N4O2 molecule. Source: OMol25; level of theory: ωB97M-V with the def2-TZVPD basis set.

Cartesian coordinates (Å):
C  1.192  -1.738  -5.621
H  -2.059  -0.572  -3.972
C  -1.109  1.831  7.465
C  -0.311  -1.824  -0.111
C  -2.041  -0.060  -6.631
C  -0.711  -0.732  3.254
H  -2.533  -2.048  -0.004
O  -0.815  -1.769  3.874
H  1.764  -2.437  -3.687
N  -1.680  -1.792  -1.880
O  -0.872  4.081  6.568
C  -1.084  0.620  3.838
C  0.455  -0.942  -7.877
C  -0.039  3.859  4.601
H  -0.135  -2.697  1.845
C  2.341  -0.964  0.139
H  -1.844  0.465  4.605
C  -0.966  -0.705  -5.813
C  -1.635  -1.909  -0.572
H  -0.159  0.218  1.526
H  2.181  -1.638  2.190
H  -2.379  -0.734  -7.417
H  1.975  0.051  0.308
H  0.501  5.330  3.188
H  -0.803  2.231  8.429
C  -1.145  -0.884  -4.452
C  0.162  1.251  4.482
H  2.082  -2.924  0.985
H  -2.192  1.712  7.476
H  0.405  0.113  -8.142
H  3.430  -0.940  0.203
C  1.010  -1.927  -4.263
H  -1.669  0.845  -7.109
C  -0.164  -1.483  -3.668
N  -0.415  -1.643  -2.298
C  0.491  4.247  3.270
H  -0.308  -1.464  -8.453
H  -2.893  0.201  -6.008
C  1.920  -1.432  -1.259
H  0.563  0.554  5.221
C  0.449  -1.647  -1.251
H  0.927  1.415  3.719
H  1.503  3.866  3.141
H  -0.136  3.835  2.480
C  1.780  -1.900  1.210
N  -0.210  -0.668  2.002
H  2.108  -2.084  -6.079
C  0.244  -1.842  1.273
H  2.202  -0.694  -2.015
H  -1.487  1.281  3.069
C  -0.170  2.546  5.138
H  -0.653  0.857  7.308
C  -0.707  2.760  6.381
H  2.439  -2.368  -1.489
N  -0.456  4.747  5.463
C  0.227  -1.129  -6.409
H  1.430  -1.326  -8.168

Atomic forces in eV per Å
C -0.08 0.10 -0.07
H -0.07 0.05 0.01
C -0.08 0.28 -0.03
C 0.26 0.00 -0.30
C 0.04 -0.02 0.02
C -0.24 0.57 0.03
H -0.26 -0.03 0.08
O -0.03 -0.36 0.33
H 0.07 -0.06 0.09
N -0.78 -0.13 -0.23
O -0.20 -0.62 0.53
C 0.21 -0.28 0.07
C -0.03 0.00 0.04
C -0.24 -0.18 0.59
H 0.10 0.15 -0.12
C 0.03 -0.27 -0.02
H -0.01 -0.02 -0.09
C 0.12 -0.09 0.14
C 0.38 0.09 -0.18
H -0.13 -0.01 0.07
H -0.02 -0.08 0.02
H -0.08 0.01 -0.10
H 0.04 0.09 0.00
H 0.03 0.07 -0.08
H 0.03 -0.06 0.08
C 0.09 0.00 0.07
C -0.27 0.08 0.09
H 0.06 -0.08 0.01
H -0.05 -0.06 0.04
H 0.01 0.06 -0.11
H -0.02 0.08 0.00
C -0.15 0.01 0.27
H -0.04 0.08 -0.08
C 0.07 0.11 -0.77
N 0.16 -0.14 0.72
C -0.03 0.07 0.09
H -0.03 -0.01 -0.13
H -0.07 0.04 -0.01
C 0.14 0.16 0.01
H 0.07 -0.04 -0.09
C -0.14 -0.05 0.44
H 0.06 -0.07 0.05
H 0.06 0.01 -0.07
H 0.00 0.00 -0.10
C -0.09 0.10 0.04
N 0.16 0.04 -0.40
H 0.08 -0.03 -0.05
C 0.15 -0.18 0.14
H 0.03 -0.09 -0.01
H -0.04 0.04 0.01
C -0.18 0.19 0.70
H 0.02 -0.06 0.02
C 0.42 -0.19 -0.83
H 0.04 0.05 -0.07
N 0.30 0.78 -0.86
C 0.09 -0.07 0.08
H 0.04 -0.01 -0.06

* spin multiplicity: 1
* highest occupied orbital energy: -8.428 eV
* structure (SMILES): Cc1ccc(-n2ncc3c2CCC[C@H]3NC(=O)CCc2c(C)noc2C)cc1C
* DFT total energy: -1262.745481 hartree
* net charge: 0
* max |F|: 1.201 eV/A
* HOMO-LUMO gap: 8.91 eV
* energy above the lowest of the compared OMol25 structures with the same formula, charge and spin: 2.213 eV
* E_LUMO: 0.0176 Eh